[1]
Molecular formula: C25H46ClN10O3P3
Method: DFT, the ωB97M-V functional and the def2-TZVPD basis

Spin multiplicity = 1
Net charge = 0
DFT total energy = -3237.6765 Eh

Last column: Mulliken charge in e.
Positions of all 88 atoms, in Å:
1 C 5.397876 -1.456432 2.387983  -1.269
2 C 5.291083 -2.905193 1.910919  -0.366
3 C 4.327605 -3.144569 0.767676  -0.394
4 Cl 4.833305 -2.250163 -0.704582  -0.175
5 P 2.488402 -2.774330 1.106156  1.341
6 C 2.263486 -4.234520 2.192758  -0.652
7 C 1.853432 -3.885560 3.633871  -1.377
8 P 0.228268 -2.237250 1.239010  -0.109
9 P 0.128194 -0.076163 1.329797  0.830
10 O -0.211037 0.363674 2.688293  -0.707
11 O -0.894326 0.477140 0.264952  -0.188
12 O 1.489768 0.586959 0.824086  -0.441
13 H 5.191951 -0.762174 1.585844  0.241
14 H 6.364909 -1.262416 2.829395  0.389
15 H 4.667144 -1.277113 3.172060  0.297
16 H 6.272603 -3.206971 1.559347  0.494
17 H 5.063111 -3.578781 2.729332  0.261
18 H 4.409142 -4.189730 0.494140  -0.023
19 H 2.255063 -2.892884 -0.273351  -0.128
20 H 2.820772 -1.524796 1.662515  -0.606
21 H 3.219429 -4.738733 2.246667  0.384
22 H 1.582304 -4.945462 1.745044  0.608
23 H 1.986176 -2.834577 3.862994  0.335
24 H 0.796927 -4.079932 3.758321  0.423
25 H 2.390606 -4.494549 4.347073  0.353
26 H -0.318370 -2.540942 2.499921  -0.097
27 H -1.559754 -0.198629 0.030260  0.151
28 H 2.129633 0.524097 1.557381  0.270
29 C 0.775622 3.559984 3.149162  -0.211
30 C 1.512988 4.206954 4.222251  0.259
31 N 2.103874 4.717456 5.062504  -0.397
32 H -0.253105 3.362926 3.442799  0.304
33 H 0.753727 4.179238 2.254812  0.075
34 H 1.221556 2.607295 2.877781  -0.092
35 C -1.642513 2.948563 -1.761084  -0.060
36 C -1.808290 3.326801 -3.155273  0.304
37 N -1.939146 3.617023 -4.257393  -0.464
38 H -2.420647 3.396550 -1.144605  0.318
39 H -1.698612 1.869811 -1.641704  0.017
40 H -0.677108 3.276214 -1.377488  0.009
41 C -4.084861 -1.979367 2.172659  -0.938
42 C -3.523924 -1.723076 0.860406  0.556
43 N -3.084652 -1.520282 -0.179167  -0.505
44 H -5.172530 -1.978662 2.126199  0.348
45 H -3.754376 -2.946439 2.547287  0.299
46 H -3.766763 -1.211105 2.875889  0.286
47 C -5.287842 0.864930 -2.695712  -0.420
48 C -6.133902 0.240949 -1.694106  0.399
49 N -6.778501 -0.230787 -0.870059  -0.501
50 H -5.225244 1.938341 -2.522789  0.130
51 H -4.277352 0.458948 -2.668040  0.228
52 H -5.679663 0.711463 -3.700535  0.128
53 C -0.223018 -3.509764 -2.786339  -0.776
54 C 0.653052 -4.361134 -2.000741  0.412
55 N 1.346715 -5.011810 -1.359981  -0.388
56 H -0.058661 -2.462661 -2.537095  0.185
57 H -0.037013 -3.644070 -3.850288  0.338
58 H -1.266306 -3.745343 -2.585254  0.274
59 C 2.583799 6.347967 0.498682  -0.914
60 C 1.771673 5.257966 -0.014645  0.481
61 N 1.133966 4.393069 -0.415757  -0.510
62 H 3.609123 6.021947 0.667253  0.255
63 H 2.612433 7.176319 -0.206447  0.310
64 H 2.190583 6.724159 1.442183  0.324
65 C -7.094554 3.552507 -5.350193  -0.733
66 C -7.248766 2.136024 -5.628702  0.450
67 N -7.359687 1.011215 -5.826773  -0.456
68 H -6.057265 3.798406 -5.134951  0.240
69 H -7.413470 4.155838 -6.199972  0.334
70 H -7.683301 3.837363 -4.484043  0.227
71 C -8.034277 3.383706 -0.069338  -0.806
72 C -7.453581 3.695574 -1.363758  0.378
73 N -6.995327 3.941982 -2.386444  -0.405
74 H -9.120846 3.381836 -0.128612  0.263
75 H -7.709359 2.398690 0.263487  0.249
76 H -7.731630 4.119191 0.673644  0.293
77 C 4.711301 2.758347 -1.032842  -0.541
78 C 5.357123 4.061159 -0.969363  0.283
79 N 5.855229 5.092814 -0.916445  -0.419
80 H 5.451995 1.966001 -1.125882  0.359
81 H 4.124258 2.575522 -0.134597  0.058
82 H 4.040936 2.703850 -1.888280  0.278
83 C 5.131457 -7.153032 -0.450517  -0.836
84 C 5.947570 -6.649456 0.643868  0.443
85 N 6.592027 -6.252486 1.505852  -0.433
86 H 4.102083 -7.300014 -0.128231  0.263
87 H 5.128555 -6.450026 -1.281794  0.269
88 H 5.516740 -8.105422 -0.809341  0.337

Cartesian forces, eV/Å:
C -0.650 -0.453 0.486
C 0.704 0.473 -0.405
C -0.105 -0.195 0.238
Cl -0.057 0.181 -0.015
P 0.986 -0.437 -0.229
C 0.419 0.182 0.646
C -0.532 0.032 -0.426
P -0.981 -0.271 -0.987
P -0.565 -0.212 1.366
O 0.019 0.197 0.723
O -0.002 -0.291 -0.857
O 0.652 -0.167 -0.163
H 0.203 0.259 -0.256
H 0.277 0.124 -0.056
H -0.156 0.208 0.153
H 0.198 -0.224 -0.032
H -0.160 -0.133 0.224
H -0.092 -0.269 -0.218
H -0.173 0.234 0.067
H 0.041 -0.091 -0.005
H 0.284 -0.096 -0.216
H -0.322 0.061 -0.346
H 0.211 0.188 0.149
H -0.239 -0.051 0.211
H 0.194 -0.065 0.152
H 0.173 0.416 0.183
H -0.044 0.084 -0.087
H -0.213 0.186 -0.383
C -0.217 -0.074 -0.249
C 0.000 -0.027 -0.066
N 0.055 0.066 0.059
H 0.023 -0.040 0.110
H 0.053 0.085 0.041
H 0.015 -0.051 0.121
C 0.033 -0.059 0.278
C -0.006 -0.018 0.059
N -0.047 0.019 -0.110
H -0.048 0.055 -0.074
H -0.003 -0.037 -0.094
H -0.005 0.025 -0.091
C -0.152 -0.069 0.320
C -0.108 -0.020 -0.010
N 0.150 0.176 -0.119
H -0.007 0.031 -0.111
H 0.061 -0.017 -0.075
H 0.071 0.047 -0.069
C 0.295 0.178 -0.388
C 0.115 0.033 0.064
N -0.085 0.012 0.093
H -0.088 0.009 0.053
H -0.046 -0.131 0.155
H -0.150 -0.069 0.055
C -0.200 0.152 -0.201
C -0.050 0.060 0.047
N 0.130 -0.135 0.072
H 0.056 -0.016 0.091
H 0.063 -0.058 0.008
H 0.013 -0.041 0.080
C 0.267 0.317 0.171
C 0.077 0.087 -0.005
N 0.007 -0.065 -0.004
H -0.007 -0.103 -0.069
H -0.065 -0.065 -0.102
H -0.117 -0.111 0.004
C -0.107 0.436 -0.227
C 0.050 0.013 0.005
N 0.003 -0.099 0.010
H 0.050 -0.112 0.040
H -0.010 -0.152 -0.096
H 0.014 -0.096 -0.084
C -0.108 -0.119 0.308
C -0.017 0.000 -0.001
N 0.093 0.029 0.323
H -0.007 0.016 -0.088
H 0.038 -0.033 -0.096
H 0.048 0.055 -0.061
C -0.094 -0.272 -0.031
C -0.076 -0.075 0.001
N -0.001 0.114 0.042
H 0.067 0.049 0.003
H -0.006 0.080 0.026
H -0.003 0.081 -0.019
C -0.165 -0.083 -0.220
C -0.011 -0.021 -0.033
N -0.015 0.079 0.078
H -0.001 0.038 0.064
H 0.037 0.063 0.036
H 0.069 -0.006 0.056

---

[2]
Molecular formula: C25H46FN2O9
Method: DFT, the ωB97M-V functional and the def2-TZVPD basis

Spin multiplicity = 1
Net charge = +1
DFT total energy = -1866.2995 Eh
Energy relative to the best compared isomer or geometry (same formula, charge and spin) = 82.1 kJ/mol

Last column: Mulliken charge in e.
Positions of all 83 atoms, in Å:
1 C -0.853459 3.480568 4.957815  -1.209
2 C -0.484529 4.366140 3.730584  -0.369
3 C 0.666094 3.640807 2.984738  -0.449
4 O 0.061655 2.817873 1.981557  -0.154
5 C 0.840290 1.704556 1.601113  -1.773
6 C 1.017744 1.566663 0.040230  2.333
7 C 1.104190 3.000808 -0.516528  -0.245
8 C 1.976839 3.348487 -1.734440  -1.558
9 F -0.118720 3.619417 -0.718555  -0.416
10 C 2.451455 0.941214 0.001863  -2.560
11 C 2.839087 0.174120 -1.262787  0.367
12 O 3.975716 -0.637346 -0.900019  -0.327
13 N 4.416945 -1.291938 -2.087367  0.124
14 O 5.554915 -1.139292 -2.258680  -0.353
15 C 1.659731 -0.845680 -1.614030  -1.950
16 O 1.742243 -1.881397 -0.678865  -0.606
17 C 0.263699 -0.128591 -1.703033  2.522
18 C -0.765546 -1.253482 -1.996476  -2.908
19 C -1.158816 -2.176124 -0.796479  -0.889
20 C -1.072626 -3.705769 -1.137510  -1.159
21 C -0.247811 -4.453519 -0.042956  -0.660
22 C -1.130124 -5.150483 1.023325  -0.858
23 C -1.245000 -4.369850 2.342426  -0.523
24 O -0.000906 -3.771042 2.756808  -0.308
25 C 0.498131 -4.360659 3.885928  0.626
26 C 0.729522 -3.523260 5.127575  -1.055
27 O 0.767721 -5.486034 3.905768  -0.453
28 C 0.414527 0.780925 -2.960600  -2.087
29 C -0.277979 0.284011 -4.270460  -0.196
30 C 0.093081 1.277772 -5.377849  -0.006
31 O 0.753217 0.989062 -6.268222  -0.453
32 O -0.389135 2.548164 -5.265755  -0.516
33 N -0.038179 0.621131 -0.436411  1.068
34 C -1.460856 1.041063 -0.243137  -1.194
35 C -2.269085 1.621558 -1.406362  0.278
36 C -3.773456 1.411545 -1.074141  -0.795
37 O -4.334928 0.546004 -2.063706  -0.527
38 H -1.206022 2.522310 4.548860  0.273
39 H -1.657401 3.933821 5.539817  0.372
40 H 0.023834 3.237334 5.563535  0.339
41 H -0.140045 5.337941 4.090697  0.373
42 H -1.380560 4.428754 3.111467  0.242
43 H 1.284893 4.405906 2.492927  0.119
44 H 1.212071 3.072389 3.744619  0.470
45 H 1.816694 1.816145 2.085389  0.796
46 H 0.385477 0.796259 2.046191  0.085
47 H 1.572335 3.594944 0.277362  0.374
48 H 2.163365 4.425814 -1.659203  0.515
49 H 2.966869 2.890248 -1.752575  0.371
50 H 1.496192 3.219199 -2.705600  0.282
51 H 3.147049 1.767391 0.177900  0.798
52 H 2.599338 0.270245 0.858005  0.626
53 H 3.148267 0.760026 -2.129521  0.662
54 H 1.839748 -1.210781 -2.625806  1.118
55 H 1.502529 -1.614525 0.217350  0.581
56 H -1.719958 -0.887899 -2.374308  0.354
57 H -0.285475 -1.910522 -2.720049  1.100
58 H -0.551815 -2.046972 0.107803  -0.153
59 H -2.207363 -2.002544 -0.522970  0.833
60 H -2.072988 -4.132034 -1.242317  0.543
61 H -0.540155 -3.885445 -2.078283  0.395
62 H 0.517851 -3.814050 0.397610  0.240
63 H 0.292663 -5.245657 -0.573951  0.543
64 H -2.145223 -5.259924 0.629376  0.300
65 H -0.670454 -6.117279 1.241354  0.367
66 H -2.037062 -3.610961 2.292162  0.331
67 H -1.577379 -5.084852 3.103466  0.480
68 H 1.503400 -2.772427 4.918093  0.278
69 H 1.097164 -4.140357 5.942875  0.345
70 H -0.177190 -2.990270 5.431504  0.289
71 H 1.448791 0.961818 -3.266074  0.408
72 H -0.005787 1.779853 -2.793664  0.518
73 H 0.170150 -0.664268 -4.565488  0.386
74 H -1.367204 0.246144 -4.183259  0.347
75 H -1.261130 2.511922 -4.842240  0.380
76 H 0.060732 -0.145831 0.242765  0.888
77 H -2.017185 0.172588 0.123787  0.498
78 H -1.584712 1.758386 0.576548  0.689
79 H -2.144889 1.175065 -2.392762  -0.126
80 H -2.175008 2.701806 -1.538060  0.490
81 H -4.321864 2.359077 -1.145162  0.464
82 H -3.932612 1.027030 -0.055153  0.315
83 H -5.275579 0.756759 -2.120376  0.337

Cartesian forces, eV/Å:
C -0.190 -0.043 -0.977
C 0.572 -1.269 1.142
C -1.281 1.470 0.015
O 0.131 -0.684 0.000
C -0.621 0.607 0.477
C 1.409 0.614 1.718
C 0.831 0.984 -0.679
C -0.066 0.479 -0.245
F -0.359 -0.561 -0.045
C 0.044 -0.004 -0.844
C -0.730 -1.668 0.182
O 0.146 1.181 0.359
N 0.453 0.022 -0.870
O -0.326 -0.357 0.419
C 0.466 1.896 1.050
O -0.489 -0.612 -0.477
C 0.824 -0.917 -2.319
C -0.427 -0.369 1.654
C -0.467 -0.721 -0.459
C 1.106 0.505 0.763
C -0.908 -0.856 -0.785
C 0.827 0.815 0.221
C -0.527 -0.802 -0.337
O -0.735 0.913 0.333
C 0.018 2.589 0.971
C 0.045 1.013 -0.513
O 0.638 -4.067 -0.295
C -1.150 0.751 -0.567
C 0.619 0.697 0.486
C -2.632 0.441 2.970
O 3.109 -1.135 -3.569
O -0.636 0.018 0.379
N 0.405 -0.684 0.106
C -1.521 0.489 0.019
C -1.135 0.328 0.000
C -0.328 0.338 -0.562
O 0.051 -0.025 0.323
H -0.124 0.127 0.267
H 0.200 -0.159 0.147
H -0.181 0.355 0.160
H -0.178 0.045 -0.313
H 0.310 0.403 -0.210
H 0.272 -0.409 0.078
H 0.242 -0.126 -0.450
H 0.047 -0.153 -0.422
H 0.130 -0.007 -0.332
H -0.084 -0.508 0.259
H -0.058 -0.156 0.002
H -0.203 -0.128 0.141
H -0.030 -0.236 0.216
H -0.062 -0.132 -0.005
H -0.172 -0.070 -0.213
H -0.352 0.324 0.265
H -0.023 -0.489 0.293
H 0.275 0.024 -0.150
H 0.341 0.167 -0.358
H -0.156 0.288 -0.202
H -0.147 0.229 -0.143
H 0.245 0.326 0.071
H 0.138 0.003 0.022
H -0.225 0.349 -0.011
H -0.162 -0.062 -0.010
H 0.022 0.093 0.211
H 0.152 -0.372 0.097
H -0.335 0.006 0.035
H 0.475 0.247 -0.080
H 0.118 0.173 0.012
H -0.227 -0.009 0.000
H -0.151 -0.168 -0.190
H 0.119 -0.065 -0.095
H 0.004 -0.191 0.479
H 0.130 -0.213 0.311
H -0.459 -0.042 -0.142
H 0.132 -0.298 0.027
H 0.246 0.262 0.095
H -0.215 0.190 0.030
H 0.457 -0.227 -0.330
H 0.853 -0.051 -0.064
H 0.250 -0.200 0.290
H 0.653 -0.192 0.188
H 0.336 0.017 0.230
H 0.092 -0.084 -0.179
H 0.136 -0.257 -0.074

---

Number 1: E_LUMO 0.12 eV. Number 2: E_LUMO -2.62 eV.